No. 1
The following is a quantum chemistry calculation of a cluster of 5 separate species, CH14N3O4 in total, from the OMol25 dataset.

Calculated values
orbital gap	11.41	eV
E	-511.49634	a.u.
M	132.14	g/mol
total charge	+1
LUMO level	-2.8537	eV
energy above the lowest of the compared OMol25 structures with the same formula, charge and spin	203.7	kJ/mol

Last column: natural (NBO) charge in e.
Positions of all 22 atoms, in Å:
N: -0.366 0.671 -0.691  -0.77
C: -1.032 -0.211 0.145  0.70
N: -0.982 -1.507 0.008  -0.74
N: -1.734 0.280 1.257  -0.80
H: -0.457 1.637 -0.512  0.43
H: 0.409 0.355 -1.272  0.45
H: -1.279 -2.080 0.859  0.41
H: -0.707 -2.084 -0.691  0.43
H: -1.654 -0.298 2.147  0.43
H: -1.697 1.298 1.380  0.42
H: -0.823 3.932 0.468  0.48
H: -2.291 3.689 0.455  0.50
O: -1.438 3.334 0.050  -0.97
H: 0.990 -0.498 3.562  0.52
H: 1.359 0.789 2.403  0.52
O: 0.824 0.216 2.932  -1.04
H: 1.549 -3.023 -1.915  0.49
H: 0.495 -2.595 -2.987  0.49
O: 1.023 -2.294 -2.315  -0.96
H: 3.638 -0.602 -0.953  0.47
H: 2.688 -1.460 -1.660  0.47
O: 2.783 -0.496 -1.383  -0.95

No. 2
The following is a quantum chemistry calculation of a structure of composition C2HNaO3, from the OMol25 dataset.

Calculated values
orbital gap (alpha / beta)	8.18 / 10.68	eV
E	-464.58345	a.u.
M	96.02	g/mol
total charge	+1
spin multiplicity	2
LUMO level (alpha / beta)	-4.7957 / -4.8076	eV
energy above the lowest of the compared OMol25 structures with the same formula, charge and spin	0.0	kJ/mol

Last column: Mulliken spin population.
Positions of all 7 atoms, in Å:
O: 1.811 -1.173 0.040  0.20
C: 0.658 -1.385 -0.112  0.66
C: -2.722 0.656 0.135  0.00
O: -3.828 1.006 0.116  0.00
H: 0.158 -2.384 -0.070  0.14
O: -1.559 0.529 0.105  0.00
Na: 3.819 -0.139 -0.020  0.00

No. 3
The following is a quantum chemistry calculation of an isolated molecule of C3HNOS2, from the OMol25 dataset.

Calculated values
orbital gap	7.38	eV
E	-1041.25668	a.u.
M	131.18	g/mol
SMILES string	O=C1C=NC(=S)S1
LUMO level	-2.1126	eV
energy above the lowest of the compared OMol25 structures with the same formula, charge and spin	40.1	kJ/mol

Last column: natural (NBO) charge in e.
Positions of all 8 atoms, in Å:
O: 2.325 -0.645 0.205  -0.46
C: 1.183 -0.438 0.025  0.38
C: 0.547 0.860 -0.089  0.01
N: -0.737 0.961 -0.047  -0.35
C: -1.337 -0.345 -0.060  -0.24
S: -2.944 -0.471 0.108  0.15
S: -0.212 -1.647 -0.087  0.28
H: 1.174 1.726 -0.055  0.22

No. 4
The following is a quantum chemistry calculation of a structure of composition C38H28Cl2HfN3O3SSb, from the OMol25 dataset.

Calculated values
orbital gap	6.55	eV
E	-3461.75232	a.u.
M	977.88	g/mol
LUMO level	-0.3068	eV

Last column: natural (NBO) charge in e.
Positions of all 77 atoms, in Å:
Hf: -1.825 -1.254 0.524  2.17
O: -3.222 -3.293 4.287  -0.67
C: -3.642 -2.158 4.896  0.35
C: -4.050 -2.307 6.221  -0.28
C: -4.493 -1.216 6.940  -0.16
C: -4.519 0.059 6.360  -0.27
C: -4.113 0.205 5.052  -0.14
C: -3.685 -0.889 4.291  -0.17
C: -3.328 -0.687 2.862  0.58
O: -3.034 -1.780 2.109  -0.86
N: -3.363 0.521 2.375  -0.38
N: -2.928 0.531 1.023  -0.42
C: -3.180 1.522 0.269  0.17
C: -2.791 1.551 -1.172  -0.21
C: -2.768 2.792 -1.826  -0.15
C: -2.330 2.914 -3.125  -0.26
C: -1.912 1.755 -3.798  -0.18
C: -1.988 0.506 -3.191  -0.24
C: -2.463 0.372 -1.885  0.35
O: -2.617 -0.838 -1.300  -0.83
H: -2.999 -3.083 3.379  0.51
H: -4.017 -3.307 6.657  0.23
H: -4.816 -1.352 7.972  0.21
H: -4.863 0.920 6.929  0.22
H: -4.117 1.180 4.577  0.23
H: -3.687 2.377 0.702  0.20
H: -3.075 3.682 -1.263  0.21
H: -2.306 3.889 -3.616  0.22
H: -1.536 1.825 -4.819  0.22
H: -1.704 -0.401 -3.720  0.23
Cl: 0.962 -0.093 4.262  -0.01
C: 0.689 -1.726 3.692  -0.09
C: 1.071 -2.777 4.493  -0.20
C: 0.835 -4.109 4.113  -0.26
C: 0.164 -4.348 2.943  -0.22
C: -0.222 -3.269 2.155  -0.10
Cl: -1.190 -3.720 0.670  0.04
C: 0.036 -1.883 2.412  0.20
N: -0.261 -0.829 1.578  -1.10
H: 1.545 -2.558 5.444  0.23
H: 1.166 -4.935 4.735  0.22
H: -0.073 -5.364 2.628  0.23
S: 0.342 -1.736 -1.370  -0.70
Sb: 1.626 0.033 -1.917  1.78
C: 3.527 -0.119 -1.121  -0.34
C: 4.601 -0.546 -1.904  -0.25
C: 5.873 -0.623 -1.335  -0.20
C: 6.061 -0.279 0.003  -0.20
C: 4.984 0.146 0.783  -0.20
C: 3.711 0.229 0.226  -0.23
C: 1.903 -0.147 -3.991  -0.32
C: 2.208 -1.424 -4.490  -0.23
C: 2.306 -1.626 -5.867  -0.21
C: 2.090 -0.567 -6.749  -0.20
C: 1.776 0.697 -6.260  -0.20
C: 1.681 0.912 -4.882  -0.26
C: 1.281 2.042 -1.630  -0.34
C: 2.178 2.902 -2.277  -0.24
C: 1.971 4.277 -2.199  -0.20
C: 0.880 4.781 -1.482  -0.20
C: 0.018 3.921 -0.815  -0.19
C: 0.216 2.543 -0.881  -0.22
H: 4.457 -0.817 -2.950  0.22
H: 6.715 -0.955 -1.938  0.22
H: 7.051 -0.349 0.445  0.22
H: 5.134 0.408 1.829  0.22
H: 2.874 0.548 0.844  0.24
H: 2.342 -2.261 -3.814  0.23
H: 2.536 -2.616 -6.252  0.22
H: 2.152 -0.733 -7.823  0.22
H: 1.592 1.517 -6.949  0.22
H: 1.425 1.901 -4.515  0.22
H: 3.037 2.512 -2.825  0.23
H: 2.659 4.955 -2.695  0.22
H: 0.711 5.854 -1.439  0.22
H: -0.820 4.319 -0.244  0.22
H: -0.446 1.874 -0.350  0.23

No. 5
The following is a quantum chemistry calculation of an isolated molecule of C2H3ClFN, from the OMol25 dataset.

Calculated values
orbital gap	11.54	eV
E	-692.77023	a.u.
M	95.50	g/mol
SMILES string	[H]/N=C(\Cl)CF
LUMO level	0.7817	eV
energy above the lowest of the compared OMol25 structures with the same formula, charge and spin	45.8	kJ/mol

Last column: natural (NBO) charge in e.
Positions of all 8 atoms, in Å:
H: -1.182 -0.777 -2.037  0.36
N: -0.504 -0.138 -1.605  -0.59
C: -0.455 -0.354 -0.378  0.22
Cl: -1.096 -1.605 0.596  -0.02
C: 0.564 0.531 0.757  0.03
F: 1.623 1.069 0.067  -0.36
H: 0.901 -0.192 1.428  0.17
H: 0.149 1.465 1.172  0.19

No. 6
The following is a quantum chemistry calculation of a cluster of 9 separate species, H15O7S in total, from the OMol25 dataset.

Calculated values
orbital gap	5.62	eV
E	-933.73026	a.u.
M	159.18	g/mol
total charge	-1
LUMO level	-0.3490	eV
energy above the lowest of the compared OMol25 structures with the same formula, charge and spin	621.9	kJ/mol

Last column: natural (NBO) charge in e.
Positions of all 23 atoms, in Å:
S: 2.804 -0.333 -0.455  -0.58
H: 2.322 -1.591 -0.745  0.12
H: 1.581 -1.726 1.051  0.47
H: 0.239 -1.372 1.589  0.48
O: 0.914 -2.076 1.685  -0.97
H: -2.049 0.043 1.211  0.51
H: -0.642 0.385 1.517  0.48
O: -1.285 -0.240 1.852  -0.91
H: -1.233 1.907 -1.444  0.49
H: -3.594 0.631 -0.296  0.46
O: -2.844 0.163 0.071  -1.20
H: 0.967 0.567 -1.316  0.48
H: -1.898 1.220 -0.219  0.49
O: -1.313 1.992 -0.484  -0.99
H: -0.198 -0.428 -0.059  0.18
H: 1.450 1.081 -2.664  0.47
O: 0.653 1.029 -2.126  -1.01
H: -0.062 1.852 0.334  0.50
H: 1.057 0.865 0.608  0.46
O: 0.600 1.602 1.074  -0.99
H: -2.310 -1.277 -1.049  0.51
H: -1.155 -1.909 -0.324  0.47
O: -1.589 -1.927 -1.207  -0.92